This record from OMol25 describes a 2-piece molecular cluster, C7H18O3Si2 overall at a distorted geometry. The level of theory is the ωB97M-V functional and the def2-TZVPD basis.

Properties
relative energy (zero: lowest compared OMol25 entry of this formula, charge and spin)	81.5	kcal per mole
F_max	3.70	eV/Å
lowest unoccupied orbital energy	0.5	eV
frontier orbital gap	8.4	eV
SMILES string	CO[SiH](OC)OC.C=C[Si](=C)C

Structure (XYZ):
```
30
Properties=species:S:1:pos:R:3:forces:R:3
C -0.320484 1.840914 -3.233809 3.25 1.50 0.91
C 2.424251 -0.560603 -0.348789 0.93 2.33 -1.67
H 0.164377 3.699680 1.620824 -0.13 -0.77 -0.51
H 1.380933 -5.065368 0.329926 0.67 0.73 1.73
O -0.601381 -1.315753 1.268972 -0.62 1.57 -0.28
C 1.366081 -4.667059 1.427557 -0.99 -1.13 -3.01
H 0.922220 -5.490086 1.958040 -0.66 -0.03 0.63
H 0.464212 1.768440 -4.034816 -0.78 -0.02 0.87
H 0.920491 4.380393 0.335067 0.60 0.52 -1.09
C -1.740086 -1.861673 1.935752 2.18 -0.81 1.59
H -2.707303 -1.472715 1.784404 -0.72 1.47 -0.59
H 1.777860 0.393633 -0.325606 0.95 -1.38 -0.04
H -1.243251 1.488838 -3.515870 -2.20 -0.69 -0.28
Si -0.988458 2.862438 -0.428974 -0.10 -0.03 -1.28
H 1.116105 2.571424 0.512744 -0.73 1.47 0.26
H -1.475725 -1.879544 3.014452 -0.53 0.09 -0.52
H -0.223076 -2.924375 -0.702833 -0.89 -0.42 -0.52
H -1.791017 -2.867035 1.622096 -0.43 -1.52 -0.09
H 2.280516 -4.449947 1.872408 2.10 -0.16 0.24
O 0.644720 -3.489094 1.472911 -0.29 -0.63 1.92
H -3.075718 3.281830 0.871128 -0.15 -0.13 0.29
H 3.048538 -0.530334 -1.314934 -1.31 -0.09 0.98
H -3.097895 1.902053 -0.413673 -1.01 0.04 -0.27
C -2.650782 2.767625 0.032400 1.97 -0.37 -0.78
C 0.017350 2.418458 -2.050564 -0.69 -0.78 -0.56
H 3.265048 -0.412108 0.372534 -1.10 -0.84 0.39
O 1.620949 -1.703426 -0.363252 0.96 0.62 0.90
C 0.403208 3.476196 0.555538 0.86 -0.74 2.26
H 1.096637 2.696535 -1.989858 -0.91 -0.04 0.22
Si 0.363945 -2.318404 0.456254 -0.24 0.24 -1.70
```
Positions in Å, forces in eV/Å.

Here are the Mulliken charges for atoms 1 to 2, given in e:
1. C -0.59
2. C -0.37

This record from OMol25 describes BrClH2N2 as an isolated structure at a distorted geometry. The level of theory is the ωB97M-V functional and the def2-TZVPD basis.

Properties
relative energy (zero: lowest compared OMol25 entry of this formula, charge and spin)	68.6	kcal per mole
F_max	1.80	eV/Å
lowest unoccupied orbital energy (spin up / spin down)	-1.0 / -0.8	eV
frontier orbital gap (spin up / spin down)	9.1 / 8.6	eV

Structure (XYZ):
```
6
Properties=species:S:1:pos:R:3:forces:R:3
H 1.458024 -1.035477 0.799724 0.81 -0.19 0.04
H 2.217549 0.253428 -0.029545 1.00 -0.30 0.10
Cl -1.554373 1.749373 -0.069221 -0.17 0.37 0.44
N -1.313702 0.323650 -0.861083 0.29 -0.20 -0.85
N 1.364348 -0.181570 0.265333 -1.73 0.48 -0.05
Br -2.171844 -1.109405 -0.105208 -0.20 -0.16 0.32
```
Positions in Å, forces in eV/Å.

Here are the Mulliken charges for atoms 1 to 2, given in e:
1. H 0.22
2. H 0.21

This record from OMol25 describes C18H9AuCl5I2NO2 as an isolated structure at a distorted geometry. The level of theory is the ωB97M-V functional and the def2-TZVPD basis.

Properties
relative energy (zero: lowest compared OMol25 entry of this formula, charge and spin)	0.0	kcal per mole
F_max	1.12	eV/Å
lowest unoccupied orbital energy	-1.3	eV
frontier orbital gap	7.5	eV

Structure (XYZ):
```
38
Properties=species:S:1:pos:R:3:forces:R:3
C -1.682706 0.883404 5.067742 0.01 -0.02 -0.01
O -0.348841 0.331800 1.070045 0.46 -0.22 0.24
H -3.588394 1.110533 6.025367 0.00 0.00 0.00
C 1.517558 -4.498609 -0.669075 0.02 -0.04 0.01
C 0.275605 -4.084381 -1.150688 -0.01 0.07 -0.01
H 0.072691 0.504891 3.887742 -0.01 0.07 -0.04
H -3.631635 -0.753189 2.167014 0.02 -0.05 0.01
Cl 1.873291 -6.175108 -0.538606 0.00 0.01 -0.02
Cl -0.891388 -5.249301 -1.625909 -0.01 -0.01 -0.01
C -3.764800 0.160072 4.109586 0.01 -0.05 0.02
Cl 4.005547 -4.059122 0.296536 0.01 -0.01 -0.01
C -3.062528 0.755423 5.148500 0.00 -0.02 0.00
Au 0.581775 0.172056 -0.765348 -0.93 0.61 -0.12
C 0.414892 4.991688 0.211489 -0.02 0.01 0.01
C -0.014800 -2.726103 -1.241380 0.16 -0.06 -0.13
C -0.740528 4.373617 -0.230199 0.05 0.03 0.02
C -1.005396 0.424654 3.947249 -0.04 0.10 -0.02
C -0.690459 3.027222 -0.560046 0.00 -0.03 0.00
C 1.556823 2.927979 -0.055714 0.03 0.00 0.00
C -1.004289 -0.637708 1.664873 0.06 -0.05 0.15
N 0.438620 2.326057 -0.477986 -0.07 -0.12 -0.23
C 1.587468 4.257992 0.302440 0.03 -0.03 0.02
I -2.423727 2.070280 -1.183372 0.01 -0.03 -0.01
Cl -1.521944 -2.209425 -1.881135 -0.06 0.04 0.09
I 0.879938 0.368695 -3.331493 0.41 -0.10 0.25
C -3.091716 -0.292143 2.984236 0.01 0.01 0.04
C 0.921781 -1.787918 -0.837395 0.05 -0.08 -0.09
H 2.438397 2.302011 -0.003676 0.01 0.02 -0.02
C 2.159268 -2.205294 -0.382357 -0.01 -0.03 0.04
O -1.073840 -1.792013 1.309810 -0.02 -0.03 -0.15
H -4.836644 0.028506 4.184077 -0.01 0.06 -0.02
H 0.396450 6.036959 0.490149 0.00 0.00 -0.02
C 2.471776 -3.558769 -0.293186 -0.03 0.00 0.05
C -1.712344 -0.150412 2.898774 -0.03 0.04 -0.03
H -1.132801 1.346508 5.877075 0.00 -0.04 0.02
Cl 3.328591 -1.017800 0.111914 -0.07 -0.06 -0.03
H -1.669548 4.916441 -0.316445 -0.01 -0.02 0.01
H 2.510159 4.699709 0.648691 0.00 0.01 -0.01
```
Positions in Å, forces in eV/Å.

Here are the Mulliken charges for atoms 1 to 2, given in e:
1. C -0.52
2. O -0.51

This record from OMol25 describes a 2-piece molecular cluster, C8H12NO3P overall at a distorted geometry. The level of theory is the ωB97M-V functional and the def2-TZVPD basis.

Properties
relative energy (zero: lowest compared OMol25 entry of this formula, charge and spin)	133.1	kcal per mole
F_max	2.74	eV/Å
lowest unoccupied orbital energy	-0.8	eV
frontier orbital gap	6.4	eV

Structure (XYZ):
```
25
Properties=species:S:1:pos:R:3:forces:R:3
H 3.169610 0.102975 1.655971 -0.93 -0.29 -0.69
O 0.018600 3.835084 -1.645681 -0.04 -0.03 0.09
H -1.660594 -0.948602 -1.751442 -0.17 0.45 0.75
H -2.129031 -2.179409 0.856448 -0.71 0.53 -0.08
H 2.336309 -3.334159 -0.214068 0.27 0.91 0.50
C 1.332596 1.191656 1.135539 -1.03 -2.22 -1.23
H -2.735212 -0.054505 1.534196 -0.34 -0.67 -0.46
C 2.199076 0.010538 1.103853 -0.90 0.58 -0.30
O -1.687811 3.659893 -0.333715 -0.19 -0.25 0.36
H 1.619374 2.129209 1.659643 -0.13 -0.96 -0.51
H 3.040845 -2.814175 1.375316 0.17 0.24 -0.92
C 0.576477 -1.308488 -0.253678 0.59 2.26 1.30
H -4.129002 -1.219698 0.018674 0.35 -0.08 0.48
C 1.869623 -1.230947 0.412175 -1.70 0.50 -0.45
H -2.081429 0.743169 -1.253964 0.14 -0.64 0.49
C 2.807446 -2.477979 0.335996 -0.25 0.96 0.01
C -1.699006 -0.245223 -0.883252 0.66 -0.12 0.19
H -0.715594 1.937597 0.445941 0.83 -0.42 0.00
H 3.717250 -2.160255 -0.240426 -0.59 -0.54 0.79
C 0.031567 1.108539 0.465632 1.62 -1.64 0.30
O -1.845529 3.059804 -2.408280 -0.17 -0.36 0.06
N -1.167380 3.524528 -1.467361 0.33 0.08 -0.28
H 0.214752 -2.213300 -0.801142 0.59 0.81 0.53
P -2.797952 -0.983676 0.448380 1.58 1.11 -0.99
C -0.284984 -0.132575 -0.194757 0.02 -0.23 0.05
```
Positions in Å, forces in eV/Å.

Here are the Mulliken charges for atoms 1 to 2, given in e:
1. H 0.33
2. O -0.60

This record from OMol25 describes a 2-piece molecular cluster, C2H5N5 overall at a distorted geometry. The level of theory is the ωB97M-V functional and the def2-TZVPD basis.

Properties
relative energy (zero: lowest compared OMol25 entry of this formula, charge and spin)	70.8	kcal per mole
F_max	3.02	eV/Å
lowest unoccupied orbital energy	0.9	eV
frontier orbital gap	11.0	eV

Structure (XYZ):
```
12
Properties=species:S:1:pos:R:3:forces:R:3
H 1.157778 0.481445 -1.107863 -0.13 -0.04 -0.01
N -2.015346 -2.848447 1.438769 -0.45 -0.29 0.32
H 0.855967 -1.922048 1.633493 -0.25 -0.26 0.63
H -1.543979 0.598241 0.041679 0.16 0.16 0.03
N 0.039305 -1.902259 1.045600 2.36 0.85 -1.69
N 0.183553 0.200566 -1.053772 0.10 0.01 -0.21
H 0.161109 -0.801295 -0.888137 0.06 0.20 0.02
N 0.594922 0.531450 2.359791 0.20 0.09 0.43
N -0.979284 -2.434870 1.344992 -1.82 -1.11 0.68
C -0.489527 0.898135 0.030197 -0.27 0.06 -0.81
H -0.440322 1.977408 -0.163875 -0.16 -0.22 0.09
C 0.085528 0.658779 1.342011 0.20 0.54 0.50
```
Positions in Å, forces in eV/Å.

Here are the Mulliken charges for atoms 1 to 2, given in e:
1. H 0.25
2. N -0.46

This record from OMol25 describes C29H30Cl3F3GeN10O6PSbScTe as an isolated structure. The level of theory is the ωB97M-V functional and the def2-TZVPD basis.

Properties
relative energy (zero: lowest compared OMol25 entry of this formula, charge and spin)	10.4	kcal per mole
charge	-2
F_max	0.81	eV/Å
lowest unoccupied orbital energy (spin up / spin down)	3.5 / 2.5	eV
frontier orbital gap (spin up / spin down)	6.8 / 5.8	eV
spin multiplicity	2

Structure (XYZ):
```
86
Properties=species:S:1:pos:R:3:forces:R:3
C -5.570235 -4.590009 1.138650 -0.02 0.00 0.00
H -2.953612 4.612755 1.703272 0.01 0.00 0.02
O 2.400288 3.109929 -3.911199 0.09 -0.04 -0.06
H 2.010572 0.004058 -1.330595 -0.03 0.02 -0.05
O 1.472108 1.024321 2.784516 0.05 -0.02 0.00
H 4.264216 0.753947 -4.298035 0.00 -0.01 0.00
C -5.713822 -3.220302 1.088209 0.02 0.00 0.00
C 1.144206 0.838608 1.625179 -0.18 -0.08 -0.02
N -0.228227 -0.742206 -3.381207 -0.03 -0.31 0.12
C 1.131396 -5.127519 1.689727 0.00 0.01 0.00
C -1.232715 4.333768 0.656647 -0.14 -0.04 0.08
Sb -1.592453 -1.689698 0.738847 -0.04 -0.08 0.07
C -3.046836 2.721657 0.972610 -0.02 0.15 -0.06
Te 0.385199 1.159854 -5.394144 -0.05 0.03 0.07
H 3.709860 5.391958 -4.457346 0.01 -0.01 0.01
N 0.524845 5.450204 0.348219 -0.07 0.04 0.04
C 3.515744 0.051478 -3.922027 0.02 0.02 0.01
C -4.571192 -2.437951 0.969140 -0.01 0.01 0.00
C 1.875084 -5.191002 0.529012 0.01 -0.01 0.00
H 4.757524 -0.730100 -2.338256 -0.01 0.01 0.00
H 2.281402 -4.419359 -1.419696 0.00 0.00 0.00
H 1.986458 5.668755 -4.153907 0.02 0.00 0.03
H 2.923704 -0.306866 -4.765286 -0.02 -0.01 0.01
C 4.148451 -1.094443 -3.166854 0.01 -0.02 0.01
H -6.699301 -2.775727 1.133331 0.00 0.00 0.00
N -0.412433 3.552723 -0.037203 0.12 0.03 -0.30
C 3.081412 1.582912 0.273843 0.01 -0.01 0.01
H 0.521746 -2.673409 -1.231067 0.00 0.01 0.00
F -6.683370 -5.365813 1.253110 0.00 0.00 0.00
H -4.687785 -1.361548 0.909178 0.02 0.01 0.00
C -4.339661 -5.205138 1.068577 0.01 0.01 -0.01
O 1.454829 -0.052615 -0.540283 0.02 0.11 -0.05
C -2.652012 -0.567224 4.864283 0.01 0.00 -0.01
F 2.846193 -6.137610 0.429736 0.01 0.00 0.00
Cl -0.433196 4.651127 -5.206970 -0.04 -0.04 -0.05
H 3.620424 1.878287 1.174464 0.01 0.00 -0.01
C -3.298979 -3.014973 0.919784 -0.03 0.02 -0.10
C -2.667821 -0.866613 3.508995 -0.01 -0.02 -0.01
C -0.346349 -1.436063 3.590110 0.03 0.02 -0.02
H -2.240481 -4.888106 0.895901 0.00 0.01 0.00
Ge -1.272903 4.837227 -3.041378 -0.09 -0.02 0.14
H 4.784350 -1.677716 -3.834868 0.00 0.01 0.00
C -0.101813 -3.260527 0.741935 0.02 -0.05 0.00
C -0.308289 -1.143946 4.947553 0.00 0.00 -0.02
N -2.612384 1.744136 0.180583 0.07 -0.25 0.22
C -1.469484 -0.724349 5.555685 -0.01 0.01 0.01
H 3.187816 6.222979 -2.974621 0.02 0.00 0.01
N -2.494025 3.976435 1.077201 0.03 -0.01 -0.05
C 0.142045 -4.156309 1.782912 -0.01 0.01 0.02
H 3.790501 3.791386 -2.538869 0.01 0.01 0.00
H -3.589726 -0.713699 2.960626 0.00 -0.01 0.00
Cl -3.284909 5.709125 -3.654376 -0.01 0.00 -0.03
C 0.678376 -3.366546 -0.410587 0.00 0.02 -0.02
O -0.036088 0.991152 1.127275 0.02 0.21 0.00
C 3.022734 -0.777488 1.151868 -0.02 -0.02 0.02
N 0.704835 4.310280 -0.213435 -0.02 -0.03 0.05
C -1.522919 -1.323062 2.857085 -0.04 0.03 0.01
O 2.659638 0.742963 -3.004515 -0.08 -0.01 -0.06
C 2.831906 4.122197 -2.945070 -0.07 0.04 -0.03
H 3.876188 -0.981697 0.498104 -0.01 -0.02 -0.02
H 2.489864 2.435548 -0.065092 -0.02 -0.01 -0.01
F -1.446121 -0.440596 6.886709 0.00 0.00 0.01
C 1.671305 -4.333500 -0.529781 -0.01 0.01 0.01
C -0.653969 -0.286577 -2.398094 0.07 0.22 -0.39
H -3.534557 -0.203274 5.373254 0.00 0.01 0.00
H 0.609715 -1.209218 5.515898 0.00 0.00 0.00
N -4.134360 2.372985 1.645479 -0.03 -0.07 -0.06
C -3.207879 -4.404228 0.956865 0.02 -0.01 0.01
N -0.699100 5.517369 0.911690 0.11 -0.02 -0.03
Cl -2.127450 2.585699 -2.787007 -0.01 0.21 -0.17
C 2.201199 0.379966 0.604209 0.03 0.01 0.00
H 3.375168 -1.750388 -2.764399 -0.01 0.00 -0.02
O 0.858936 2.160069 -2.150732 0.09 0.01 -0.41
N -4.371579 1.111122 1.248833 -0.03 0.05 0.04
H 3.384764 -0.527895 2.148640 0.02 0.01 -0.01
Sc -0.622961 1.477964 -0.822729 0.01 -0.22 0.78
P 1.576359 1.859625 -3.428014 0.14 0.05 0.29
H 2.409979 -1.679491 1.210500 -0.01 0.01 0.02
H 3.803807 1.320200 -0.505310 0.01 -0.01 0.00
C 2.940889 5.431276 -3.683619 -0.01 0.03 -0.02
H 1.329999 -5.822051 2.495727 0.00 0.00 0.00
H -4.272930 -6.285107 1.099460 0.00 0.00 0.00
H -0.445738 -4.096704 2.692303 0.00 0.01 0.00
H 0.576425 -1.732994 3.106372 0.00 -0.01 0.00
H 2.103587 4.177882 -2.134571 0.01 -0.01 -0.01
N -3.486394 0.727738 0.399012 0.03 0.04 -0.03
```
Positions in Å, forces in eV/Å.

Here are the Mulliken charges for atoms 1 to 2, given in e:
1. C 0.39
2. H 0.24